(1)
Formula: C19H41N6O5P2
Source: the Open Molecules 2025 dataset
Level of theory: ωB97M-V/def2-TZVPD

```
73
Properties=species:S:1:pos:R:3:mulliken_charge:R:1
C 2.523 3.642 0.615 -1.291
C 1.951 2.259 0.396 -0.335
O 2.996 1.391 -0.092 -0.370
P 3.289 0.102 0.791 0.990
O 3.237 0.335 2.240 -0.763
C 2.147 -1.210 0.250 -0.829
C 0.888 -0.666 -0.438 0.266
C 0.118 -1.724 -1.223 -1.388
N -0.823 -2.557 -0.448 0.587
C -1.126 -3.812 -1.159 -0.930
C -1.954 -1.871 -0.006 -1.795
N -2.545 -1.034 -0.794 0.479
C -3.749 -0.245 -0.454 -1.288
C -3.485 0.904 0.538 1.547
C -3.846 2.253 -0.082 -1.858
C -4.340 0.716 1.818 -1.353
N -2.549 -2.019 1.263 1.263
C -1.704 -1.540 2.386 -0.907
C -0.384 -2.261 2.618 -0.270
N 0.581 -1.738 3.251 -0.605
P -3.318 -3.512 1.629 0.825
N -4.229 -3.465 2.862 -0.878
O -4.104 -3.871 0.292 -0.538
O -2.193 -4.636 1.695 -0.447
O 4.735 -0.297 0.284 -0.406
C 5.265 -1.506 0.873 -0.157
C 6.673 -1.230 1.343 -1.385
H 3.354 3.586 1.309 0.371
H 1.731 4.289 0.980 0.375
H 2.895 3.975 -0.349 0.190
H 1.200 2.323 -0.393 0.357
H 1.469 1.883 1.295 0.412
H 1.930 -1.891 1.065 0.508
H 2.685 -1.784 -0.509 0.469
H 1.248 0.037 -1.187 0.323
H 0.256 -0.119 0.262 -0.012
H 0.846 -2.414 -1.639 0.665
H -0.352 -1.240 -2.088 0.404
H -1.598 -3.634 -2.126 0.368
H -1.751 -4.460 -0.563 0.199
H -0.188 -4.337 -1.300 0.410
H -2.190 -0.902 -1.731 0.373
H -4.506 -0.943 -0.118 0.246
H -4.097 0.184 -1.390 0.588
H -2.433 0.956 0.810 -0.151
H -3.237 2.486 -0.954 0.471
H -3.621 3.025 0.651 0.447
H -4.907 2.327 -0.301 0.457
H -5.213 1.359 1.770 0.441
H -3.775 0.943 2.718 0.273
H -4.707 -0.302 1.924 0.262
H -2.281 -1.643 3.301 0.523
H -1.499 -0.477 2.282 0.402
H -0.247 -3.272 2.248 0.515
H 0.378 -0.784 3.557 0.239
H -4.290 -2.586 3.354 0.251
H -5.043 -3.795 0.517 0.351
H -2.582 -5.461 1.373 0.354
H 5.299 -2.279 0.106 0.320
H 4.641 -1.858 1.691 0.391
H 7.171 -0.655 0.563 0.317
H 7.240 -2.148 1.461 0.392
H 6.689 -0.618 2.239 0.324
N 1.575 3.888 -3.420 0.091
C 0.618 4.105 -4.378 -0.340
C 0.919 5.278 -5.014 -0.556
C 2.106 5.790 -4.422 -0.482
C 2.487 4.910 -3.448 -0.391
H 1.613 3.104 -2.797 0.196
H -0.191 3.410 -4.522 0.356
H 0.353 5.721 -5.815 0.386
H 2.621 6.698 -4.685 0.399
H 3.326 4.919 -2.774 0.352
```

Calculated values
- Frontier orbital gap: 5.96 eV
- Net charge: +1
- Molecular weight: 495.52 g/mol
- Lowest unoccupied orbital energy: -4.140 eV
- Calculated total energy: -58120.1311 eV

(2)
Formula: C19H41NO10S4
Source: the Open Molecules 2025 dataset
Level of theory: ωB97M-V/def2-TZVPD

```
75
Properties=species:S:1:pos:R:3:mulliken_charge:R:1
C -35.961 13.002 44.318 -0.661
C -37.515 13.269 44.587 0.468
O -38.354 12.718 43.975 -0.467
N -37.800 14.291 45.728 0.418
H -37.157 15.226 45.500 -0.137
H -38.863 14.732 45.550 0.569
C -37.640 13.753 47.069 -0.958
H -35.577 12.375 45.225 0.337
H -35.332 14.053 44.241 0.024
H -35.591 12.341 43.336 0.301
H -38.308 12.876 47.370 0.281
H -37.729 14.529 47.686 0.416
H -36.593 13.437 47.168 0.283
O -36.274 16.321 45.534 -0.500
H -35.966 17.345 45.638 -0.076
C -33.384 14.939 47.213 -0.018
C -33.787 16.371 47.656 -0.328
C -32.543 17.058 48.011 -0.587
S -31.572 15.825 48.744 1.164
O -31.905 15.799 50.184 -0.698
O -30.147 16.163 48.520 -0.705
C -32.132 14.426 48.034 -0.391
H -33.069 15.208 46.142 0.248
H -34.268 14.385 47.291 -0.115
H -34.280 16.358 48.538 0.432
H -34.446 16.834 46.917 -0.305
H -32.638 18.100 48.651 0.347
H -31.976 17.495 47.142 0.330
H -32.402 13.367 48.754 0.323
H -31.476 13.964 47.093 0.266
C -36.412 15.768 41.664 -0.395
C -37.742 16.387 42.257 -0.131
C -38.672 16.348 41.143 -0.790
S -37.787 16.723 39.709 1.288
O -37.750 18.175 39.527 -0.698
O -38.113 15.788 38.669 -0.726
C -36.194 16.427 40.236 -0.667
H -36.791 14.722 41.603 0.494
H -35.757 15.854 42.644 -0.016
H -37.772 17.439 42.475 0.091
H -38.021 16.033 43.129 0.198
H -39.513 17.085 41.409 0.390
H -39.119 15.379 41.023 0.419
H -35.537 17.370 40.158 0.238
H -35.876 15.539 39.547 0.364
C -34.913 20.226 43.899 0.163
C -34.827 21.510 43.239 -0.688
C -33.575 21.717 42.634 -0.630
S -33.282 20.055 42.029 1.083
O -31.932 19.623 42.461 -0.703
O -33.663 19.980 40.590 -0.663
C -34.470 19.098 42.978 -0.859
H -35.957 19.678 44.184 -0.324
H -34.417 20.291 44.877 0.308
H -34.958 22.416 43.870 0.387
H -35.785 21.560 42.536 0.290
H -32.975 22.016 43.525 0.351
H -33.766 22.426 41.845 0.374
H -34.072 18.488 43.529 0.956
H -35.043 18.630 42.293 -0.098
C -41.244 18.833 47.087 -0.985
C -39.665 18.956 46.882 -0.726
C -39.355 18.661 45.593 -0.046
S -40.428 17.276 45.126 1.089
O -39.708 16.083 45.258 -0.813
O -40.949 17.627 43.819 -0.706
C -41.585 17.510 46.462 -0.940
H -41.577 19.463 46.384 0.425
H -41.562 18.826 47.991 0.550
H -39.038 18.294 47.526 0.288
H -39.349 19.946 47.093 0.399
H -38.376 18.298 45.348 -0.174
H -39.552 19.329 44.810 0.373
H -41.222 16.738 47.104 0.366
H -42.541 17.352 46.320 0.633
```

Calculated values
- Frontier orbital gap: 9.20 eV
- Net charge: 0
- Molecular weight: 571.80 g/mol
- ΔE to the lowest compared entry with this formula, charge and spin: 3.173 eV
- Lowest unoccupied orbital energy: -0.181 eV
- Calculated total energy: -85660.3121 eV

(3)
Formula: C19H41O25S7Si
Source: the Open Molecules 2025 dataset
Level of theory: ωB97M-V/def2-TZVPD

```
93
Properties=species:S:1:pos:R:3:mulliken_charge:R:1
C -1.485 -2.232 -4.944 -0.647
C -2.758 -1.802 -5.038 -0.230
S -3.364 -0.319 -4.308 0.251
C -2.219 0.266 -3.032 -0.020
C -0.861 0.590 -3.673 -0.545
O -0.171 1.450 -2.807 -0.368
Si 1.508 1.209 -2.954 0.648
C 2.006 1.020 -4.754 -1.116
C 2.519 2.593 -2.243 -1.099
C 1.941 -0.381 -2.070 -1.027
H -0.979 -2.421 -3.999 0.432
H -0.921 -2.434 -5.852 0.281
H -3.518 -2.342 -5.598 0.384
H -4.481 -0.684 -3.631 0.165
H -2.696 1.147 -2.594 0.047
H -2.137 -0.483 -2.243 0.467
H -0.970 1.006 -4.683 0.305
H -0.327 -0.364 -3.720 0.146
H 3.093 0.922 -4.786 0.401
H 1.560 0.124 -5.198 0.324
H 1.682 1.865 -5.366 0.318
H 3.554 2.235 -2.254 0.391
H 2.471 3.508 -2.829 0.202
H 2.267 2.771 -1.195 0.336
H 1.221 -0.578 -1.277 0.194
H 2.925 -0.278 -1.610 0.461
H 1.961 -1.205 -2.786 0.252
C -4.731 3.723 -1.821 -0.168
C -3.942 4.166 -3.035 -0.049
O -4.741 5.212 -3.603 -0.401
S -5.502 6.011 -2.441 1.107
O -4.774 7.183 -2.115 -0.526
O -6.879 6.064 -2.770 -0.549
O -5.266 4.935 -1.281 -0.359
H -5.564 3.073 -2.100 0.114
H -4.113 3.224 -1.078 0.333
H -3.801 3.375 -3.768 0.343
H -2.972 4.578 -2.756 0.155
C 2.136 -3.617 1.829 -0.219
C 0.779 -3.803 2.471 -0.311
O -0.149 -3.421 1.432 -0.314
S 0.440 -3.824 0.014 0.960
O -0.115 -5.058 -0.416 -0.590
O 0.371 -2.681 -0.835 -0.326
O 1.940 -4.066 0.465 -0.349
H 2.435 -2.574 1.807 0.288
H 2.912 -4.210 2.302 0.315
H 0.639 -3.178 3.345 0.293
H 0.591 -4.846 2.729 0.294
C -7.268 -0.028 0.189 -0.404
C -7.150 0.014 -1.321 -0.357
O -5.774 0.396 -1.550 -0.209
S -4.850 -0.215 -0.381 1.165
O -4.254 -1.408 -0.875 -0.543
O -4.066 0.841 0.145 -0.543
O -6.011 -0.583 0.625 -0.319
H -7.370 0.970 0.616 0.303
H -8.082 -0.658 0.532 0.334
H -7.815 0.739 -1.780 0.355
H -7.314 -0.969 -1.765 0.276
C -1.062 7.731 -3.271 -0.333
C 0.120 7.817 -4.213 -0.393
O 1.064 6.880 -3.670 -0.343
S 0.298 5.652 -3.007 1.149
O 0.253 4.578 -3.940 -0.527
O 0.792 5.459 -1.693 -0.581
O -1.145 6.328 -2.947 -0.207
H -0.889 8.286 -2.349 0.272
H -1.993 8.058 -3.722 0.345
H 0.565 8.806 -4.249 0.324
H -0.144 7.496 -5.223 0.283
C 5.244 -0.877 6.185 -0.380
C 5.751 -1.970 5.265 -0.290
O 4.656 -2.893 5.188 -0.216
S 3.282 -2.112 5.283 1.127
O 2.762 -1.902 3.971 -0.541
O 2.473 -2.714 6.277 -0.572
O 3.862 -0.726 5.816 -0.308
H 5.291 -1.176 7.233 0.308
H 5.765 0.066 6.050 0.324
H 6.630 -2.480 5.649 0.306
H 5.957 -1.588 4.264 0.229
C 5.268 -6.686 9.299 -0.325
C 6.422 -6.994 8.368 -0.294
O 5.790 -7.253 7.107 -0.333
S 4.481 -6.347 6.956 1.050
O 4.782 -5.183 6.197 -0.389
O 3.397 -7.186 6.597 -0.584
O 4.359 -5.924 8.491 -0.304
H 4.761 -7.595 9.628 0.280
H 5.566 -6.102 10.165 0.304
H 6.997 -7.863 8.675 0.318
H 7.088 -6.136 8.254 0.253
```

Calculated values
- Frontier orbital gap: 8.21 eV
- Net charge: +1
- Molecular weight: 922.07 g/mol
- Lowest unoccupied orbital energy: -3.808 eV
- Calculated total energy: -155266.9498 eV

Which formula does entry 3 have?
C19H41O25S7Si

Which of these has the lowest molecular weight?
C19H41N6O5P2

Which of these has the lowest frontier orbital gap?
C19H41N6O5P2

lowest unoccupied orbital energy of number 1 (C19H41N6O5P2)?
-4.140 eV